(P)
This record from OMol25 describes a molecular structure, C4H8ClN. The level of theory is the ωB97M-V functional and the def2-TZVPD basis.

Summary:
Highest occupied orbital energy   -9.077 eV
Charge   0

```
14
Properties=species:S:1:pos:R:3:nbo_charge:R:1
Cl 1.763 0.911 -0.383 0.035
N -0.869 1.428 0.294 -0.801
C -0.049 -0.371 1.578 -0.620
C 0.534 -0.128 -0.703 -0.069
C 0.890 -0.954 -1.726 -0.420
C -0.590 -0.028 0.141 -0.203
H -2.083 1.531 0.325 0.371
H 0.082 -1.702 -1.861 0.210
H -0.851 0.128 2.312 0.238
H 1.164 -0.182 1.842 0.268
H -0.104 -1.731 1.688 0.197
H 1.924 -0.730 -2.269 0.245
H -0.292 2.321 -0.955 0.323
H -1.519 -0.493 -0.282 0.227
```

(Q)
This record from OMol25 describes 2 unconnected molecules or ions with the total composition C4H8ClN. The level of theory is the ωB97M-V functional and the def2-TZVPD basis.

Summary:
Highest occupied orbital energy (alpha / beta)   -8.814 / -8.114 eV
Charge   0

```
14
Properties=species:S:1:pos:R:3:nbo_charge:R:1
Cl -2.778 0.236 -0.647 0.122
N 0.073 1.071 0.205 -0.248
C -2.359 -0.488 0.736 -0.012
C -2.736 -1.241 1.778 -0.552
C 0.957 0.690 1.302 -0.485
C 0.597 0.959 -1.083 -0.506
H -0.140 0.485 -1.682 0.217
H 0.619 1.999 -1.543 0.217
H 1.566 0.637 -1.447 0.183
H 0.679 -0.334 1.542 0.216
H -1.945 -1.652 2.478 0.230
H -3.806 -1.516 1.971 0.215
H 2.001 0.693 0.997 0.187
H 0.621 1.302 2.194 0.217
```

(R)
This record from OMol25 describes C4H8ClN in the gas phase. The level of theory is the ωB97M-V functional and the def2-TZVPD basis.

Summary:
Highest occupied orbital energy   -10.049 eV
SMILES   [H]/N=C(\Cl)C(C)C
Charge   0

```
14
Properties=species:S:1:pos:R:3:nbo_charge:R:1
Cl -2.775 -0.356 0.439 -0.206
N -1.226 1.500 -0.876 -0.660
C 1.145 0.738 0.924 -0.627
C 0.046 -0.261 0.455 -0.269
C -1.196 0.530 -0.145 0.408
C 0.554 -1.278 -0.685 -0.611
H -0.310 -1.937 -1.028 0.222
H -2.068 1.784 -1.478 0.403
H 1.716 -0.083 1.411 0.223
H 1.406 -1.842 -0.420 0.216
H 0.752 -0.777 -1.630 0.216
H 0.707 1.545 1.543 0.223
H -0.373 -0.891 1.356 0.235
H 1.621 1.329 0.133 0.226
```

(R) (448.7 kJ/mol below the next structure)

(P)
This record from OMol25 describes 2 unconnected molecules or ions with the total composition C3H10NO. The level of theory is the ωB97M-V functional and the def2-TZVPD basis.

Summary:
Expectation value of S²   0.753
2S+1   2
Highest occupied orbital energy (alpha / beta)   -3.366 / -9.378 eV
Charge   0

```
15
Properties=species:S:1:pos:R:3:lowdin_spin:R:1
O 0.242 1.805 0.151 0.058
N 1.050 -0.533 -0.612 0.154
C -1.333 1.856 0.201 0.036
C 0.375 -1.391 0.416 0.193
C -0.333 -2.400 -0.057 0.205
H 0.608 0.396 -0.373 0.015
H 2.038 -0.211 -0.314 0.124
H 0.422 2.692 0.510 0.010
H -1.648 1.282 1.037 0.008
H 0.900 -1.279 1.306 0.020
H 0.765 -0.969 -1.580 0.099
H -1.514 2.935 0.282 0.005
H -0.682 -2.322 -1.003 0.047
H -1.763 1.585 -0.849 0.008
H -0.668 -3.206 0.700 0.018
```

(Q)
This record from OMol25 describes 2 unconnected molecules or ions with the total composition C3H10NO. The level of theory is the ωB97M-V functional and the def2-TZVPD basis.

Summary:
Expectation value of S²   0.751
2S+1   2
Highest occupied orbital energy (alpha / beta)   -3.426 / -9.815 eV
Charge   0

```
15
Properties=species:S:1:pos:R:3:lowdin_spin:R:1
O -0.845 0.209 1.215 0.058
N -0.432 -1.132 -1.310 0.243
C 0.505 0.057 1.375 0.049
C -0.252 -0.014 -2.349 0.135
C 1.328 1.117 1.577 0.020
H 2.411 1.162 1.355 0.003
H 0.457 -1.650 -1.165 0.127
H 0.676 0.455 -2.178 0.023
H -1.167 0.616 -2.224 0.032
H 0.819 -1.045 1.339 0.027
H -1.223 0.623 1.998 0.004
H -0.332 -0.478 -3.273 0.034
H -0.723 -0.665 -0.467 0.039
H 0.782 1.944 1.907 0.001
H -1.398 -1.670 -1.464 0.206
```

(Q) (69.1 kJ/mol below the next structure)